1) Here is one molecule with the formula C2H2O2S2 from the Open Molecules 2025 dataset. Energies are from the ωB97M-V functional and the def2-TZVPD basis.

Last column: Mulliken charge in e.
Atoms and positions in Å:
H: -2.20 -0.16 -0.44  0.31
C: -0.05 -0.12 -0.75  -0.12
H: -1.23 -0.23 1.27  0.24
C: -1.25 0.04 0.08  -0.32
O: 1.78 -1.66 -0.23  -0.44
S: 1.40 -0.35 0.16  0.86
S: -0.83 1.83 -0.15  -0.13
O: 2.38 0.65 0.06  -0.40

Calculated values
SMILES string: O=S(=O)=C1CS1
Orbital gap (spin up / spin down), eV: 6.4128 / 6.6190
Multiplicity: 1
Charge: 0
HOMO energy (spin up / spin down), eV: -9.5 / -9.5


2) Here is one molecule with the formula C2H2O2S2 from the Open Molecules 2025 dataset. Energies are from the ωB97M-V functional and the def2-TZVPD basis.

Last column: Mulliken charge in e.
Atoms and positions in Å:
C: -0.68 0.58 -0.03  0.47
S: 2.23 0.20 -0.16  -0.15
C: 0.56 -0.52 -0.02  0.44
S: -2.19 -0.22 -0.19  -0.21
H: 1.69 1.35 -0.06  0.14
O: -0.60 1.74 0.04  -0.42
O: 0.48 -1.73 0.00  -0.47
H: -1.49 -1.40 0.42  0.21

Calculated values
SMILES string: O=C(S)C(=O)S
Orbital gap, eV: 9.4086
Multiplicity: 1
Charge: 0
HOMO energy, eV: -10.0


The structure with the least stability is 1).


1) Here is one molecule with the formula C5H9NOS from the Open Molecules 2025 dataset. Energies are from the ωB97M-V functional and the def2-TZVPD basis.

Last column: Mulliken charge in e.
Atoms and positions in Å:
H: -2.02 1.92 -0.95  0.31
C: -1.23 1.17 -0.98  -0.34
H: 0.38 -1.41 1.53  0.31
H: -0.06 2.48 0.19  0.27
H: -1.01 0.89 -2.02  0.22
N: -0.02 1.54 -0.20  -0.54
O: 0.63 -1.37 -1.25  -0.50
C: -0.30 0.49 0.82  0.39
H: -0.66 0.85 1.78  0.41
S: -2.58 -1.14 0.10  -0.27
H: 0.17 -2.15 -0.92  0.31
H: 2.30 -1.69 0.00  0.33
C: 1.52 -0.93 -0.24  -0.56
H: 1.54 -0.11 1.76  0.40
H: 2.03 -0.04 -0.66  0.33
C: 0.81 -0.53 1.05  -0.93
C: -1.49 0.02 -0.02  -0.13

Calculated values
SMILES string: OCC[C@H]1NCC1=S
Orbital gap, eV: 8.5701
Multiplicity: 1
Charge: 0
HOMO energy, eV: -8.6


2) Here is one molecule with the formula C5H9NOS from the Open Molecules 2025 dataset. Energies are from the ωB97M-V functional and the def2-TZVPD basis.

Last column: Mulliken charge in e.
Atoms and positions in Å:
C: 1.87 -0.23 -0.37  -0.12
H: -2.34 0.95 -0.10  0.41
S: -0.17 2.17 -0.33  -0.18
H: -1.22 -1.09 1.36  0.39
H: 2.96 0.88 0.75  0.33
C: 0.73 0.71 -0.78  -0.10
H: -2.36 -1.23 -0.80  0.21
C: 0.60 -0.21 0.44  -0.19
H: 0.84 0.26 1.41  0.18
H: 0.23 0.29 -1.65  0.25
H: -1.03 -2.16 -0.64  0.23
O: 3.06 0.15 0.14  -0.54
H: 2.03 -0.99 -1.11  0.38
C: -0.87 -0.53 0.46  -0.11
C: -1.41 0.99 0.46  -0.83
N: -1.36 -1.20 -0.72  -0.68
H: -1.59 1.24 1.49  0.38

Calculated values
SMILES string: N[C@@H]1CS[C@H]2[C@@H](O)[C@@H]21
Orbital gap, eV: 9.2364
Multiplicity: 1
Charge: 0
HOMO energy, eV: -8.4


3) Here is one molecule with the formula C5H9NOS from the Open Molecules 2025 dataset. Energies are from the ωB97M-V functional and the def2-TZVPD basis.

Last column: Mulliken charge in e.
Atoms and positions in Å:
H: 2.26 1.44 -0.49  0.21
H: 1.05 -1.77 -0.76  0.20
H: -2.70 0.26 0.89  0.26
O: 0.89 1.09 0.86  -0.29
C: -1.77 -0.33 0.87  -0.71
S: 3.03 -1.13 0.32  -0.26
C: -0.85 -0.18 -0.28  0.10
H: 1.40 3.08 0.14  0.24
H: 0.52 1.99 -1.11  0.18
N: 0.47 -0.03 0.21  0.27
C: 1.45 -0.88 -0.16  -0.33
H: -1.00 0.48 -1.12  0.34
H: -0.92 -2.36 0.10  0.28
C: 1.29 2.04 -0.32  -0.38
H: -1.25 -0.42 1.79  0.25
H: -2.40 -1.85 -0.77  0.23
C: -1.47 -1.44 -0.17  -0.59

Calculated values
SMILES string: CON(C=S)C1CC1
Orbital gap, eV: 8.7928
Multiplicity: 1
Charge: 0
HOMO energy, eV: -8.2


4) Here is one molecule with the formula C5H9NOS from the Open Molecules 2025 dataset. Energies are from the ωB97M-V functional and the def2-TZVPD basis.

Last column: Mulliken charge in e.
Atoms and positions in Å:
H: -1.78 -1.43 -1.72  0.29
C: 1.09 0.77 -0.65  0.44
C: -1.51 0.73 -0.91  -0.59
C: -0.57 -1.11 0.02  -0.66
H: -0.66 -1.20 1.15  0.22
H: -2.92 -1.05 -0.11  0.26
H: 2.94 0.56 2.19  0.24
C: 2.01 0.27 1.60  -0.77
H: 1.21 0.69 2.04  0.41
H: -1.34 0.92 -2.07  0.23
H: -1.96 1.67 -0.38  0.28
N: -0.13 0.30 -0.27  0.06
H: 0.12 -1.90 -0.19  0.32
H: 1.93 -0.81 1.67  0.28
C: -1.95 -0.82 -0.82  -0.32
O: 2.19 0.58 0.23  -0.32
S: 1.32 1.84 -1.80  -0.38

Calculated values
SMILES string: COC(=S)N1CCC1
Orbital gap, eV: 8.9917
Multiplicity: 1
Charge: 0
HOMO energy, eV: -8.3


The structure with the least stability is 3).


1) Here is one molecule with the formula C5H10ClN from the Open Molecules 2025 dataset. Energies are from the ωB97M-V functional and the def2-TZVPD basis.

Last column: Mulliken charge in e.
Atoms and positions in Å:
H: -3.13 -0.16 0.30  0.23
N: -0.89 0.38 -0.69  -0.26
H: -1.20 1.24 1.30  0.26
C: -1.10 -0.86 0.10  -0.37
H: -1.98 2.37 -0.11  0.21
H: -2.75 -1.98 0.88  0.29
H: 2.02 1.31 0.93  0.42
C: -1.15 1.52 0.18  -0.51
H: 0.70 1.88 -1.13  0.34
C: 1.30 0.61 0.62  -0.47
H: -0.54 -1.60 -0.47  0.42
C: -2.53 -1.10 0.07  -1.05
C: 0.29 1.28 -0.33  -0.12
H: -2.84 -1.24 -0.96  0.34
H: -0.85 -0.92 1.21  0.26
Cl: 2.08 -0.73 -0.14  -0.18
H: 0.71 0.20 1.47  0.17

Calculated values
SMILES string: CCN1C[C@H]1CCl
Orbital gap, eV: 10.5295
Multiplicity: 1
Charge: 0
HOMO energy, eV: -9.5


2) Here is a 2-piece molecular cluster, C5H10ClN overall from the Open Molecules 2025 dataset. Energies are from the ωB97M-V functional and the def2-TZVPD basis.

Last column: Mulliken charge in e.
Atoms and positions in Å:
C: 2.02 0.07 -0.77  -1.24
Cl: -0.09 -0.98 -2.09  -0.22
H: -1.39 -2.14 2.54  0.42
H: 2.46 0.84 -0.15  0.32
H: -0.89 1.81 -1.36  0.42
C: -1.31 -1.94 1.56  -1.07
H: -0.54 -2.37 0.98  0.26
C: 0.15 1.65 -1.13  -1.32
H: -1.34 1.31 1.15  0.32
C: 0.52 0.31 -1.02  0.72
H: 0.67 2.33 -1.92  0.28
H: 2.11 -0.81 -0.17  0.34
C: -1.26 -0.56 1.35  0.50
H: 2.55 -0.02 -1.67  0.37
H: 0.25 2.14 -0.14  0.27
N: -1.66 0.52 1.74  -0.65
H: -2.27 -2.16 1.11  0.27

Calculated values
Orbital gap (spin up / spin down), eV: 8.5463 / 7.0348
Multiplicity: 1
Charge: 0
HOMO energy (spin up / spin down), eV: -7.8 / -6.8


The structure with the least stability is 2).


1) Here is a 2-piece molecular cluster, CH8NP2 overall from the Open Molecules 2025 dataset. Energies are from the ωB97M-V functional and the def2-TZVPD basis.

Last column: Mulliken charge in e.
Atoms and positions in Å:
H: -0.04 1.96 1.21  0.34
H: -0.16 0.32 -1.99  0.29
H: -1.92 -0.59 1.27  0.09
P: -1.52 -0.71 0.00  -0.03
H: -2.26 0.41 -0.41  0.01
H: 1.00 -2.03 0.00  0.10
H: 0.64 2.09 -0.39  0.40
H: 1.84 -0.69 1.25  0.09
P: 1.60 -0.75 -0.07  -0.04
C: 0.03 0.09 -0.15  -0.30
N: -0.06 1.64 0.25  -0.36
H: -1.10 1.80 -0.09  0.42

Calculated values
Orbital gap, eV: 8.4621
Multiplicity: 1
Charge: +1
HOMO energy, eV: -13.8


2) Here is a 2-piece molecular cluster, CH8NP2 overall from the Open Molecules 2025 dataset. Energies are from the ωB97M-V functional and the def2-TZVPD basis.

Last column: Mulliken charge in e.
Atoms and positions in Å:
N: -0.97 -0.96 -0.34  -0.29
H: -0.97 -0.86 -1.34  0.38
H: -1.80 -0.66 0.11  0.40
C: -0.01 0.00 0.12  -0.56
H: -0.65 -1.97 -0.02  0.39
P: 1.63 -0.24 -0.83  -0.10
H: -1.51 1.33 1.84  0.09
H: 1.60 1.12 -1.30  0.13
H: -0.94 -0.65 2.04  0.04
H: -0.94 1.54 -0.40  0.28
H: 2.49 0.06 0.21  0.10
P: -0.29 0.57 1.98  0.13

Calculated values
Orbital gap, eV: 8.8817
Multiplicity: 1
Charge: +1
HOMO energy, eV: -14.1


The structure with the least stability is 2).


1) Here is C4H7O2P as an isolated structure from the Open Molecules 2025 dataset. Energies are from the ωB97M-V functional and the def2-TZVPD basis.

Last column: Mulliken charge in e.
Atoms and positions in Å:
H: 0.62 0.68 -2.49  0.30
H: -0.61 0.82 -1.09  0.33
H: -0.88 1.25 1.38  0.35
H: 1.09 -1.01 1.03  0.31
O: -0.78 -1.99 -0.59  -0.59
C: 0.93 0.01 0.87  -0.49
C: -0.63 0.19 1.13  -0.72
O: -2.59 -0.13 -0.89  -0.65
C: 1.25 0.22 -0.53  -0.12
C: 0.33 0.55 -1.40  -0.68
P: -1.34 -0.66 -0.33  0.85
H: 2.16 -0.16 -0.82  0.40
H: -0.95 -0.40 2.08  0.36
H: 1.39 0.63 1.65  0.35

Calculated values
Orbital gap, eV: 11.0355
Multiplicity: 1
Charge: 0
HOMO energy, eV: -10.6


2) Here is one molecule with the formula C4H7O2P from the Open Molecules 2025 dataset. Energies are from the ωB97M-V functional and the def2-TZVPD basis.

Last column: Mulliken charge in e.
Atoms and positions in Å:
H: -0.72 -1.37 -0.98  0.30
C: -1.00 -0.37 -1.12  -1.00
H: 1.93 -1.19 1.33  0.26
H: 2.57 0.90 -2.40  0.35
C: 2.05 0.31 -0.22  -0.53
H: -1.93 -0.31 -1.59  0.36
H: -1.73 2.59 -0.62  0.29
C: 1.64 -0.12 1.09  -0.31
P: -1.00 0.40 0.42  0.86
H: 2.33 0.46 1.78  0.24
O: -1.23 2.28 0.12  -0.64
H: -1.66 0.56 1.66  -0.02
C: 2.19 0.66 -1.36  0.19
O: 0.27 0.09 1.37  -0.35

Calculated values
SMILES string: C#CCO[P@H](=C)O
Orbital gap, eV: 9.2815
Multiplicity: 1
Charge: 0
HOMO energy, eV: -8.4


The structure with the least stability is 2).


1) Here is a 2-piece molecular cluster, C16H17N overall from the Open Molecules 2025 dataset. Energies are from the ωB97M-V functional and the def2-TZVPD basis.

Last column: Mulliken charge in e.
Atoms and positions in Å:
C: -2.23 1.83 -2.37  -1.38
C: -1.28 2.89 1.20  -0.60
H: -2.73 4.45 -1.30  0.47
H: -2.47 4.69 1.30  0.20
H: 1.13 -0.32 1.42  0.21
H: -0.64 3.36 3.15  0.21
H: 1.31 -2.34 -2.54  0.40
H: -2.16 2.60 -3.03  0.42
C: -0.66 2.55 2.34  -0.63
C: 0.83 -3.59 1.26  -0.54
C: -1.87 2.50 -1.07  0.59
C: -0.48 0.72 0.16  -0.18
H: -1.73 0.87 -2.54  0.32
C: 3.38 -1.49 -0.70  -1.50
H: -1.14 -4.12 0.68  0.41
C: 1.88 -2.72 0.76  -0.24
H: -0.78 -3.58 -1.63  0.43
C: 0.38 0.47 1.29  -0.05
C: 0.03 -3.28 -1.04  -0.57
C: 2.15 -2.28 -0.50  0.85
H: 4.17 -2.16 -1.31  0.28
H: -0.48 -0.11 -0.66  -0.06
C: 0.21 1.32 2.39  -0.64
C: -0.19 -3.71 0.35  -0.40
N: -2.11 3.94 0.72  -0.07
H: 2.49 -2.40 1.64  0.25
H: 3.28 -0.58 -1.27  0.36
H: -3.34 1.54 -2.34  0.25
C: 1.15 -2.62 -1.50  -0.50
H: 3.85 -1.13 0.16  0.40
H: 0.61 1.08 3.37  0.35
C: -1.20 1.93 0.04  1.30
C: -2.36 3.75 -0.65  -0.70
H: 1.00 -4.06 2.24  0.36

Calculated values
SMILES string: Cc1c[nH]c2ccccc12.Cc1ccccc1
Orbital gap, eV: 8.2461
Multiplicity: 1
Charge: 0
HOMO energy, eV: -7.3


2) Here is a 2-piece molecular cluster, C16H17N overall from the Open Molecules 2025 dataset. Energies are from the ωB97M-V functional and the def2-TZVPD basis.

Last column: Mulliken charge in e.
Atoms and positions in Å:
C: -2.47 -0.77 0.82  -0.51
H: 2.22 -2.89 2.18  0.39
C: -1.70 -1.32 -0.20  -0.08
C: -0.46 -1.08 -2.42  -1.40
H: -2.92 2.32 -0.46  0.43
C: 0.99 1.24 1.06  -0.95
H: -3.45 1.03 1.55  0.44
H: 1.26 3.26 -1.59  0.40
C: 2.22 1.34 -1.40  -0.63
C: 1.40 -0.97 1.48  0.59
C: 1.67 0.11 0.57  1.43
H: 0.88 -3.04 1.09  0.24
C: 0.62 -0.46 2.47  -0.75
C: -1.86 0.72 -1.41  -0.42
H: 2.83 1.47 -2.28  0.40
H: 2.43 -2.54 0.49  0.34
H: -2.75 -1.37 1.68  0.42
H: -1.73 1.24 -2.35  0.32
H: -0.34 -0.33 -3.19  0.32
H: 2.74 -0.70 -1.13  0.40
H: 0.25 3.23 0.65  0.41
H: 0.04 -0.95 3.24  0.39
C: 2.31 0.18 -0.66  -0.40
C: -1.36 -0.59 -1.33  0.70
C: 0.87 2.40 0.31  -0.65
H: -0.31 1.40 2.73  0.29
H: -1.39 -2.34 -0.06  0.44
C: -2.89 0.55 0.76  -0.61
C: -2.56 1.30 -0.37  -0.60
C: 1.74 -2.42 1.33  -1.43
C: 1.46 2.43 -0.93  -0.54
H: -0.70 -2.04 -2.87  0.42
H: 0.54 -1.29 -2.02  0.14
N: 0.41 0.89 2.25  0.07

Calculated values
SMILES string: Cc1c[nH]c2ccccc12.Cc1ccccc1
Orbital gap, eV: 8.6239
Multiplicity: 1
Charge: 0
HOMO energy, eV: -7.7


The structure with the least stability is 1).